The following is a DFT calculation (the ωB97M-V functional and the def2-TZVPD basis) of a structure of composition C3H4O2Pb.

XYZ file:
```
10
C3H4O2Pb (the ωB97M-V functional and the def2-TZVPD basis)
O 2.514 -1.450 1.297
C 2.008 -0.361 1.062
O 0.752 -0.528 0.312
C 0.042 0.633 -0.217
C -1.370 0.176 -0.541
Pb -0.928 -1.870 0.286
H 0.615 0.960 -1.100
H 0.080 1.445 0.525
H -1.586 0.230 -1.619
H -2.128 0.766 -0.004
```

* Kohn-Sham gap (alpha / beta): 5.288 / 6.684 eV
* energy above the lowest of the compared OMol25 structures with the same formula, charge and spin: 0.0 kJ/mol
* 2S+1: 2
* total charge: -1



The following is a DFT calculation (the ωB97M-V functional and the def2-TZVPD basis) of a cluster of 2 separate species, C2H4F2OS in total.

XYZ file:
```
10
C2H4F2OS (the ωB97M-V functional and the def2-TZVPD basis)
C 1.884 0.166 0.069
C -2.069 0.462 0.038
O 0.607 -2.377 -0.221
F -2.713 1.256 -0.871
F -2.792 -0.701 0.300
S 0.698 -1.057 -0.769
H 1.632 1.080 -0.427
H 2.874 -0.213 -0.062
H 1.670 0.325 1.032
H -1.791 1.059 0.911
```

* Kohn-Sham gap (alpha / beta): 8.535 / 8.813 eV
* energy above the lowest of the compared OMol25 structures with the same formula, charge and spin: 315.4 kJ/mol
* 2S+1: 1



The following is a DFT calculation (the ωB97M-V functional and the def2-TZVPD basis) of a cluster of 2 separate species, C8H5BrF2N2 in total.

XYZ file:
```
18
C8H5BrF2N2 (the ωB97M-V functional and the def2-TZVPD basis)
C -0.159 -1.203 2.483
C -0.056 -0.218 -2.579
C 0.796 -0.883 -1.697
C -1.024 0.627 -2.021
C 0.679 -0.882 -0.293
C -1.255 0.667 -0.628
C -0.433 -0.188 0.192
C -0.738 -0.173 1.584
N 0.355 -1.990 3.137
N 1.180 1.455 2.310
F 1.335 2.018 1.089
F 2.134 0.512 2.305
Br -2.071 0.703 2.489
H 0.105 -0.099 -3.732
H 1.474 -1.574 -2.175
H -1.571 1.276 -2.671
H 1.176 -1.543 0.462
H -1.926 1.492 -0.255
```

* Kohn-Sham gap (alpha / beta): 7.351 / 8.142 eV
* energy above the lowest of the compared OMol25 structures with the same formula, charge and spin: 372.4 kJ/mol
* 2S+1: 1



The following is a DFT calculation (the ωB97M-V functional and the def2-TZVPD basis) of the ion C3H3O2 with charge +1.

XYZ file:
```
8
C3H3O2 (the ωB97M-V functional and the def2-TZVPD basis)
C 0.183 -0.023 0.189
C 1.412 0.196 -0.460
C -0.853 -0.106 0.971
O 2.522 0.104 0.234
O 2.679 0.329 1.457
H -0.800 0.503 1.861
H 1.711 0.209 -1.569
H -1.827 -0.736 0.798
```

* Kohn-Sham gap (alpha / beta): 8.530 / 8.226 eV
* energy above the lowest of the compared OMol25 structures with the same formula, charge and spin: 715.7 kJ/mol
* 2S+1: 1
* total charge: +1



The following is a DFT calculation (the ωB97M-V functional and the def2-TZVPD basis) of a cluster of 5 separate species, C24H60BrN4O3 in total.

XYZ file:
```
92
C24H60BrN4O3 (the ωB97M-V functional and the def2-TZVPD basis)
Br -0.342 1.241 1.450
C -2.763 4.188 3.740
C -1.514 5.004 3.496
O -1.461 6.181 3.473
N -0.200 4.231 3.380
H 0.295 4.213 4.279
H -0.384 3.235 3.176
C 0.670 4.842 2.340
H -2.551 3.416 4.478
H -3.078 3.825 2.758
H -3.520 4.876 4.101
H 0.870 5.886 2.576
H 0.208 4.776 1.363
H 1.657 4.387 2.365
C 3.182 -0.926 0.816
N 4.381 -0.067 1.050
C 5.195 -0.640 2.186
C 5.217 -0.113 -0.197
C 3.968 1.368 1.314
C 3.558 1.641 2.749
O 2.543 0.763 3.182
H 2.616 -1.018 1.736
H 3.468 -1.936 0.522
H 2.588 -0.489 0.015
H 4.556 -0.598 3.064
H 6.041 0.040 2.271
H 5.511 -1.663 2.013
H 4.670 0.436 -0.963
H 5.293 -1.141 -0.540
H 6.195 0.308 0.010
H 3.187 1.540 0.573
H 4.814 2.011 1.062
H 3.167 2.656 2.852
H 4.428 1.583 3.400
H 1.666 0.972 2.803
C 0.573 3.853 -5.618
N 0.535 2.864 -4.472
C -0.643 1.965 -4.685
C 1.809 2.065 -4.555
C 0.511 3.635 -3.155
C -0.088 2.872 -1.989
O 0.641 1.705 -1.674
H 0.932 3.344 -6.509
H 1.315 4.602 -5.345
H -0.409 4.289 -5.771
H -0.542 1.145 -3.976
H -0.632 1.605 -5.708
H -1.541 2.533 -4.455
H 1.780 1.413 -5.422
H 1.853 1.471 -3.643
H 2.634 2.770 -4.549
H -0.136 4.478 -3.399
H 1.540 3.960 -3.022
H -1.132 2.618 -2.206
H -0.105 3.566 -1.141
H 0.352 1.437 -0.769
C -0.232 -6.786 -1.593
C -0.061 -5.593 -0.628
C -1.310 -4.728 -0.471
C -1.207 -3.675 0.615
N -2.508 -3.072 1.048
C -2.292 -1.929 2.024
C -3.627 -1.789 2.718
C -4.216 -3.208 2.802
C -3.301 -4.042 1.893
C -3.335 -2.570 -0.113
C -2.614 -1.589 -1.013
C -3.459 -1.332 -2.268
H 0.691 -7.355 -1.636
H -0.497 -6.441 -2.590
H -1.035 -7.385 -1.161
H 0.782 -4.994 -0.998
H 0.282 -5.928 0.354
H -2.105 -5.430 -0.183
H -1.679 -4.355 -1.429
H -0.566 -2.846 0.310
H -0.785 -4.073 1.538
H -2.030 -1.037 1.453
H -1.457 -2.193 2.671
H -4.332 -1.136 2.198
H -3.539 -1.289 3.683
H -5.271 -3.255 2.548
H -4.163 -3.547 3.836
H -3.904 -4.737 1.308
H -2.604 -4.686 2.427
H -4.289 -2.217 0.266
H -3.531 -3.465 -0.706
H -1.651 -1.929 -1.402
H -2.422 -0.639 -0.509
H -4.463 -1.013 -1.980
H -3.638 -2.260 -2.824
H -3.006 -0.688 -3.017
```

* Kohn-Sham gap: 9.856 eV
* energy above the lowest of the compared OMol25 structures with the same formula, charge and spin: 0.0 kJ/mol
* 2S+1: 1
* total charge: +3



The following is a DFT calculation (the ωB97M-V functional and the def2-TZVPD basis) of a structure of composition C45H37NdOP2.

XYZ file:
```
86
C45H37NdOP2 (the ωB97M-V functional and the def2-TZVPD basis)
Nd -0.599 -1.407 0.177
P 2.051 -1.438 -0.827
C 0.544 1.179 -0.530
O 0.976 2.240 -0.419
P -2.452 0.796 -0.630
C 3.482 -0.506 -0.174
C 2.483 -1.924 -2.534
C 1.931 -2.991 0.180
C -3.584 0.359 0.774
C -2.426 2.647 -0.665
C -3.316 0.306 -2.175
C 4.197 -0.917 0.968
C 5.299 -0.180 1.399
C 5.687 0.971 0.703
C 4.964 1.405 -0.410
C 3.859 0.675 -0.844
H 3.906 -1.825 1.503
H 5.849 -0.494 2.287
H 6.536 1.551 1.051
H 5.239 2.319 -0.940
H 3.308 1.003 -1.726
C 1.426 -2.914 1.513
C 1.363 -4.063 2.311
C 1.837 -5.280 1.805
C 2.309 -5.375 0.485
C 2.333 -4.243 -0.328
H 1.144 -1.941 1.965
H 0.935 -3.997 3.323
H 1.817 -6.170 2.435
H 2.650 -6.345 0.098
H 2.689 -4.325 -1.358
C 3.812 -2.111 -2.943
C 4.099 -2.504 -4.258
C 3.052 -2.704 -5.168
C 1.724 -2.512 -4.773
C 1.435 -2.125 -3.464
H 4.630 -1.955 -2.234
H 5.132 -2.646 -4.575
H 3.277 -2.994 -6.194
H 0.906 -2.658 -5.479
H 0.399 -1.986 -3.155
C -2.901 3.422 -1.747
C -2.875 4.821 -1.683
C -2.397 5.463 -0.540
C -1.919 4.711 0.534
C -1.923 3.318 0.471
H -3.312 2.944 -2.640
H -3.216 5.407 -2.536
H -2.360 6.548 -0.500
H -1.520 5.199 1.424
H -1.558 2.751 1.328
C -3.433 -0.887 1.435
C -4.207 -1.224 2.538
C -5.238 -0.364 2.961
C -5.432 0.862 2.293
C -4.602 1.220 1.227
H -2.739 -1.699 1.121
H -3.986 -2.173 3.047
H -5.863 -0.657 3.802
H -6.241 1.526 2.635
H -4.766 2.183 0.728
C -4.689 0.017 -2.213
C -5.313 -0.327 -3.420
C -4.558 -0.423 -4.599
C -3.175 -0.198 -4.561
C -2.560 0.162 -3.361
H -5.283 0.051 -1.299
H -6.384 -0.546 -3.444
H -5.041 -0.713 -5.534
H -2.572 -0.320 -5.464
H -1.483 0.318 -3.335
H -2.077 -4.131 1.057
H -2.163 -4.255 0.308
C -0.264 0.035 1.919
C 0.347 0.832 2.649
C 1.068 1.744 3.443
C 2.293 2.325 3.006
C 2.939 3.272 3.792
C 2.464 3.641 5.048
C 1.300 3.028 5.504
C 0.600 2.111 4.726
H 2.714 2.012 2.049
H 3.839 3.746 3.423
H 2.985 4.385 5.648
H 0.923 3.284 6.490
H -0.323 1.657 5.095
```

* Kohn-Sham gap (alpha / beta): 6.990 / 7.199 eV
* 2S+1: 4
* total charge: +2



The following is a DFT calculation (the ωB97M-V functional and the def2-TZVPD basis) of an isolated molecule of C2H2Cl4O.

XYZ file:
```
9
C2H2Cl4O (the ωB97M-V functional and the def2-TZVPD basis)
C 0.215 0.436 0.531
C 0.244 -0.802 -0.582
O -0.218 1.663 -0.045
Cl -0.911 0.007 1.772
Cl -1.432 -1.271 -1.103
Cl 1.156 -0.148 -1.897
Cl 1.000 -2.224 0.165
H 1.153 0.569 0.986
H -1.208 1.772 0.175
```

* Kohn-Sham gap (alpha / beta): 6.261 / 5.806 eV
* energy above the lowest of the compared OMol25 structures with the same formula, charge and spin: 210.6 kJ/mol
* 2S+1: 3



The following is a DFT calculation (the ωB97M-V functional and the def2-TZVPD basis) of a structure of composition C2H2NO3.

XYZ file:
```
8
C2H2NO3 (the ωB97M-V functional and the def2-TZVPD basis)
O 0.954 2.386 -0.873
C 1.130 1.309 -0.318
N 0.453 0.147 -0.427
C -0.779 -1.042 0.496
O -0.730 -1.172 1.682
O -1.209 -1.605 -0.473
H 1.964 1.195 0.399
H 0.458 -0.501 -1.197
```

* Kohn-Sham gap: 8.233 eV
* energy above the lowest of the compared OMol25 structures with the same formula, charge and spin: 199.9 kJ/mol
* 2S+1: 1
* total charge: -1



The following is a DFT calculation (the ωB97M-V functional and the def2-TZVPD basis) of an isolated molecule of C4H4ClF.

XYZ file:
```
10
C4H4ClF (the ωB97M-V functional and the def2-TZVPD basis)
F -0.530 2.532 0.023
C -0.102 1.294 0.068
C 0.763 0.518 0.726
C 0.355 -0.800 0.231
C -0.820 -0.294 -0.617
Cl -0.607 -0.539 -2.365
H 1.510 0.757 1.347
H 1.218 -1.418 -0.263
H -0.052 -1.626 1.054
H -1.734 -0.423 -0.204
```

* Kohn-Sham gap: 10.659 eV
* energy above the lowest of the compared OMol25 structures with the same formula, charge and spin: 203.0 kJ/mol
* structure (SMILES): FC1=CC[C@@H]1Cl
* 2S+1: 1